[1]
DFT (ωB97M-V/def2-TZVPD) results for C25H28Cl4FN2O3SZr as an isolated structure at a distorted geometry.

Properties
HOMO-LUMO gap   6.82 eV
Energy above the lowest of the compared OMol25 structures with the same formula, charge and spin   66.9 kJ/mol
LUMO level   2.4702 eV
Total charge   -1

Cartesian coordinates (Å):
Zr 0.503 0.343 -0.055
C 2.636 2.325 1.953
C 1.611 3.184 2.695
C 1.020 4.249 1.767
C 0.561 2.373 3.453
C 0.673 2.359 4.844
C -0.223 1.680 5.653
C -1.273 0.996 5.067
C -1.432 0.976 3.683
C -2.606 0.195 3.100
C -2.628 -1.265 3.563
C -3.944 0.862 3.440
C -0.502 1.658 2.862
N -0.616 1.513 1.446
C -1.577 2.287 0.810
C -2.216 3.402 1.364
C -3.119 4.167 0.634
C -3.442 3.840 -0.674
C -2.866 2.704 -1.238
C -1.990 1.977 -0.490
F -1.557 0.772 -1.019
H 3.472 2.938 1.607
H 2.214 1.915 1.044
H 3.031 1.521 2.578
H 2.157 3.712 3.480
H 0.639 3.808 0.845
H 1.807 4.957 1.482
H 0.220 4.811 2.261
H 1.497 2.902 5.298
H -0.100 1.683 6.730
H -1.984 0.465 5.692
H -2.486 0.188 2.021
H -2.748 -1.342 4.648
H -1.709 -1.796 3.290
H -3.470 -1.792 3.101
H -4.118 0.858 4.522
H -4.768 0.321 2.967
H -3.975 1.894 3.093
H -1.957 3.683 2.377
H -3.566 5.040 1.098
H -4.128 4.447 -1.251
H -3.088 2.381 -2.248
Cl 2.279 -6.023 -1.580
C 2.336 -4.381 -1.032
C 3.356 -3.952 -0.198
Cl 4.598 -5.046 0.312
C 3.375 -2.624 0.247
Cl 4.628 -2.054 1.303
C 2.402 -1.715 -0.141
O 2.339 -0.461 0.299
C 1.366 -2.152 -1.012
O 0.421 -1.255 -1.339
C 1.343 -3.473 -1.426
Cl 0.023 -3.967 -2.435
C 1.412 -1.247 3.131
O 0.391 -1.202 2.124
H 0.987 -1.556 4.087
H 1.906 -0.284 3.248
H 2.145 -1.979 2.804
H -0.329 -0.644 2.450
N -1.855 -1.574 0.419
H -1.353 -1.889 -0.407
H -2.808 -1.416 0.116
H -1.853 -2.356 1.064
S 1.126 2.141 -1.403

Atoms 1-2, force components in eV/Å:
0.603 2.094 -0.710
0.014 0.058 0.267

Now the Mulliken charges, all in e: atom 1 (Zr): 0.6024, atom 2 (C): -1.1100, atom 3 (C): 0.5499, atom 4 (C): -1.3545, atom 5 (C): 0.0627, atom 6 (C): -1.1391, atom 7 (C): -1.5239, atom 8 (C): -0.6837, atom 9 (C): 1.6092, atom 10 (C): 1.4694, atom 11 (C): -1.4753, atom 12 (C): -1.6802, atom 13 (C): -0.9461, atom 14 (N): 3.2270, atom 15 (C): 0.2310, atom 16 (C): -0.9140, atom 17 (C): -0.9375, atom 18 (C): -0.6102, atom 19 (C): -0.8038, atom 20 (C): 0.0456, atom 21 (F): -0.1116, atom 22 (H): 0.4770, atom 23 (H): 0.0073, atom 24 (H): 0.1777, atom 25 (H): 0.5355, atom 26 (H): 0.0301, atom 27 (H): 0.4931, atom 28 (H): 0.3013, atom 29 (H): 0.3699, atom 30 (H): 0.3794, atom 31 (H): 0.3340, atom 32 (H): -0.6327, atom 33 (H): 0.3595, atom 34 (H): 0.2242, atom 35 (H): 0.4235, atom 36 (H): 0.3111, atom 37 (H): 0.4706, atom 38 (H): 0.3446, atom 39 (H): 0.5779, atom 40 (H): 0.4053, atom 41 (H): 0.3663, atom 42 (H): 0.4584, atom 43 (Cl): -0.2254, atom 44 (C): 0.3442, atom 45 (C): 0.1454, atom 46 (Cl): -0.2257, atom 47 (C): 0.0858, atom 48 (Cl): -0.1850, atom 49 (C): 0.1211, atom 50 (O): -0.9747, atom 51 (C): 0.5819, atom 52 (O): -0.9136, atom 53 (C): 0.1389, atom 54 (Cl): -0.2176, atom 55 (C): -0.6386, atom 56 (O): -0.2370, atom 57 (H): 0.3797, atom 58 (H): 0.0067, atom 59 (H): 0.2389, atom 60 (H): 0.0423, atom 61 (N): -0.4784, atom 62 (H): 0.2646, atom 63 (H): 0.2425, atom 64 (H): 0.2324, atom 65 (S): -0.6496

***

[2]
DFT (ωB97M-V/def2-TZVPD) results for C16H28Cl2MgN4O8 as an isolated structure at a distorted geometry.

Properties
HOMO-LUMO gap   8.34 eV
Energy above the lowest of the compared OMol25 structures with the same formula, charge and spin   289.2 kJ/mol
LUMO level   -0.1558 eV

Cartesian coordinates (Å):
Mg 0.180 0.831 -0.065
Cl -2.534 2.923 -0.157
O -2.893 4.125 0.578
O -3.490 1.892 0.186
O -2.618 3.191 -1.577
O -1.153 2.505 0.104
Cl 2.762 2.627 -2.395
O 1.493 2.058 -1.978
O 3.613 1.598 -2.955
O 2.621 3.697 -3.329
O 3.305 3.182 -1.250
C 2.119 5.068 3.230
C 2.361 3.679 3.920
C 3.082 2.561 3.046
C 2.281 1.871 2.066
N 1.674 1.362 1.210
H 1.593 5.742 3.906
H 1.497 4.917 2.348
H 3.059 5.558 2.974
H 1.415 3.186 4.143
H 2.997 3.822 4.794
H 3.402 1.810 3.769
H 3.900 3.093 2.561
C 3.257 -3.118 -3.108
C 3.514 -3.341 -1.636
C 3.783 -2.075 -0.840
C 2.485 -1.273 -0.677
N 1.476 -0.706 -0.653
H 4.245 -2.838 -3.474
H 2.472 -2.389 -3.307
H 3.070 -4.079 -3.588
H 4.210 -4.177 -1.574
H 2.559 -3.769 -1.330
H 4.629 -1.665 -1.391
H 4.289 -2.229 0.113
C -3.482 -2.658 -2.064
C -3.834 -1.430 -2.972
C -2.663 -0.784 -3.665
C -1.675 -0.173 -2.717
N -0.897 0.259 -1.945
H -4.452 -3.112 -1.861
H -2.936 -2.504 -1.133
H -2.857 -3.420 -2.529
H -4.277 -0.663 -2.337
H -4.580 -1.753 -3.698
H -2.914 -0.024 -4.406
H -2.123 -1.413 -4.373
C -2.475 -2.778 3.485
C -3.442 -2.400 2.433
C -3.214 -0.993 2.015
C -1.948 -0.627 1.428
N -1.007 -0.340 0.956
H -2.662 -2.121 4.334
H -1.446 -2.483 3.276
H -2.689 -3.827 3.690
H -4.493 -2.407 2.722
H -3.435 -2.993 1.518
H -3.257 -0.388 2.921
H -3.895 -0.605 1.258

Atoms 1-2, force components in eV/Å:
0.143 1.614 -2.455
-2.204 2.067 -1.944

Now the Mulliken charges, all in e: atom 1 (Mg): 1.1073, atom 2 (Cl): 1.7092, atom 3 (O): -0.6812, atom 4 (O): -0.6649, atom 5 (O): -0.6478, atom 6 (O): -0.7825, atom 7 (Cl): 1.7143, atom 8 (O): -0.7149, atom 9 (O): -0.6881, atom 10 (O): -0.6692, atom 11 (O): -0.6887, atom 12 (C): -1.0662, atom 13 (C): -0.5329, atom 14 (C): -0.4152, atom 15 (C): 0.3935, atom 16 (N): -0.0006, atom 17 (H): 0.3307, atom 18 (H): 0.3117, atom 19 (H): 0.3314, atom 20 (H): 0.3362, atom 21 (H): 0.3193, atom 22 (H): 0.2880, atom 23 (H): 0.2742, atom 24 (C): -1.1551, atom 25 (C): -0.6150, atom 26 (C): -0.4860, atom 27 (C): 0.4312, atom 28 (N): -0.3098, atom 29 (H): 0.3191, atom 30 (H): 0.3480, atom 31 (H): 0.3496, atom 32 (H): 0.3863, atom 33 (H): 0.3103, atom 34 (H): 0.2668, atom 35 (H): 0.3530, atom 36 (C): -0.9376, atom 37 (C): -0.4218, atom 38 (C): -0.7123, atom 39 (C): 0.2512, atom 40 (N): -0.1993, atom 41 (H): 0.3279, atom 42 (H): 0.1275, atom 43 (H): 0.3572, atom 44 (H): 0.2743, atom 45 (H): 0.3461, atom 46 (H): 0.3635, atom 47 (H): 0.3576, atom 48 (C): -1.1386, atom 49 (C): -0.3422, atom 50 (C): -0.7104, atom 51 (C): 0.6350, atom 52 (N): -0.6192, atom 53 (H): 0.3092, atom 54 (H): 0.3425, atom 55 (H): 0.3307, atom 56 (H): 0.3497, atom 57 (H): 0.2759, atom 58 (H): 0.4101, atom 59 (H): 0.2610

***

[3]
DFT (ωB97M-V/def2-TZVPD) results for a 3-piece molecular cluster, C5H8O overall.

Properties
HOMO-LUMO gap   10.44 eV
Energy above the lowest of the compared OMol25 structures with the same formula, charge and spin   556.3 kJ/mol
LUMO level   0.8381 eV

Cartesian coordinates (Å):
C -1.383 -1.543 1.001
C -0.303 -0.849 1.477
C 0.329 0.184 1.185
C 0.239 1.089 0.146
C 1.226 1.025 -1.003
O 1.588 -0.287 -1.344
H -1.521 -0.438 -0.191
H -1.233 -2.471 0.452
H -2.344 -1.464 1.508
H -1.056 0.325 -0.429
H -0.168 2.082 0.348
H 0.776 1.477 -1.892
H 2.108 1.636 -0.741
H 1.742 -0.766 -0.517

Atoms 1-2, force components in eV/Å:
0.065 -0.087 0.145
0.062 0.412 -0.309

Now the Mulliken charges, all in e: atom 1 (C): -0.6874, atom 2 (C): 0.1984, atom 3 (C): -0.4994, atom 4 (C): -0.1297, atom 5 (C): -0.3474, atom 6 (O): -0.4805, atom 7 (H): 0.0570, atom 8 (H): 0.2931, atom 9 (H): 0.3031, atom 10 (H): 0.0071, atom 11 (H): 0.3884, atom 12 (H): 0.3036, atom 13 (H): 0.2638, atom 14 (H): 0.3298

***

[4]
DFT (ωB97M-V/def2-TZVPD) results for a single C9H8O3 molecule at a distorted geometry.

Properties
SMILES   O=C1OCC=C[C@H]1c1ccoc1
HOMO-LUMO gap   9.62 eV
Energy above the lowest of the compared OMol25 structures with the same formula, charge and spin   240.2 kJ/mol
LUMO level   0.7793 eV

Cartesian coordinates (Å):
O -2.229 1.996 -1.532
C -1.751 0.954 -1.211
O -1.703 -0.213 -1.900
C -0.728 -1.089 -1.283
C -1.310 -1.437 0.115
C -1.404 -0.360 0.923
C -1.048 0.989 0.324
C 0.432 1.190 0.150
C 1.538 0.431 0.508
C 2.637 1.138 0.145
O 2.298 2.216 -0.512
C 0.905 2.233 -0.595
H 0.249 -0.679 -1.189
H -0.633 -2.048 -1.778
H -1.582 -2.527 0.238
H -1.736 -0.166 1.920
H -1.439 1.763 0.993
H 1.558 -0.475 1.005
H 3.603 0.792 0.317
H 0.558 3.059 -1.223

Atoms 1-2, force components in eV/Å:
-0.667 -0.359 -1.424
1.173 1.106 3.159

Now the Mulliken charges, all in e: atom 1 (O): -0.5289, atom 2 (C): 0.3531, atom 3 (O): -0.3374, atom 4 (C): -0.3495, atom 5 (C): -0.4272, atom 6 (C): -0.4936, atom 7 (C): 0.1736, atom 8 (C): 0.2236, atom 9 (C): -0.5594, atom 10 (C): -0.4421, atom 11 (O): -0.3629, atom 12 (C): -0.6027, atom 13 (H): 0.1876, atom 14 (H): 0.3910, atom 15 (H): 0.3674, atom 16 (H): 0.4078, atom 17 (H): 0.5427, atom 18 (H): 0.5669, atom 19 (H): 0.4578, atom 20 (H): 0.4324

***

[5]
DFT (ωB97M-V/def2-TZVPD) results for a 40-piece molecular cluster, H80O40 overall at a distorted geometry.

Properties
HOMO-LUMO gap   9.52 eV
Energy above the lowest of the compared OMol25 structures with the same formula, charge and spin   1567.1 kJ/mol
LUMO level   -0.6821 eV

Cartesian coordinates (Å):
H 1.788 1.794 4.233
H 1.855 0.301 4.731
O 1.664 0.947 3.921
H -3.573 3.525 4.389
H -2.917 2.165 4.290
O -3.602 2.715 4.807
H 0.485 1.531 0.853
H -0.145 0.858 -0.364
O 0.393 1.656 -0.189
H 4.568 3.280 -2.273
H 3.576 3.010 -3.506
O 3.973 3.574 -2.865
H 1.717 -4.375 -2.534
H 2.746 -4.209 -3.739
O 1.913 -3.751 -3.348
H -0.596 0.742 -2.692
O -1.386 0.087 -2.530
H -0.710 1.689 4.589
O -0.563 2.174 5.346
H -4.930 1.852 3.432
H -5.382 0.809 2.389
O -4.954 1.594 2.532
H 6.266 0.959 -1.249
H 5.097 -0.039 -1.406
O 5.912 0.164 -1.705
H -0.178 -3.073 -4.657
H -1.694 -3.178 -5.168
O -0.934 -2.666 -4.835
H -0.445 3.243 3.391
H -0.932 3.328 2.034
O -1.259 3.172 2.973
H 0.704 -1.848 0.418
O 1.165 -1.748 1.285
H 5.925 -1.082 2.169
H 5.781 0.193 3.197
O 5.377 -0.388 2.504
H -1.215 -0.109 1.036
H -0.072 -0.430 2.075
O -0.626 0.305 1.765
H -2.754 1.123 5.969
H -1.816 -0.186 5.939
O -2.366 0.279 6.521
H 1.880 -4.247 3.478
H 1.805 -5.580 2.508
O 2.267 -4.677 2.745
H 2.351 -3.516 -0.035
H 2.219 -4.539 1.104
O 1.841 -4.379 0.143
H -0.549 -3.673 0.405
H -1.106 -3.346 -1.090
O -1.272 -3.708 -0.207
H -1.446 -4.124 3.390
O -0.538 -4.435 3.252
H 1.680 1.907 -2.479
H 1.422 3.237 -3.239
O 0.971 2.614 -2.545
H -1.675 -0.709 -0.874
O -2.095 -0.434 -0.051
H -2.537 2.364 -1.839
H -3.799 2.305 -2.613
O -3.327 1.774 -2.099
H 0.866 -2.170 -2.531
H -0.410 -1.487 -2.125
O 0.263 -1.895 -1.737
H -5.949 -2.820 -2.220
H -5.788 -1.495 -1.534
O -5.301 -2.165 -1.802
H -3.051 -2.156 -3.947
H -3.712 -3.298 -2.961
O -3.370 -3.046 -3.874
H 2.713 1.272 2.399
H 2.749 -0.207 1.528
O 2.995 0.799 1.590
H 0.981 3.189 2.187
H 1.767 3.698 3.329
O 1.625 3.840 2.275
H 1.149 1.392 -5.044
H -0.435 1.839 -5.100
O 0.244 1.260 -4.698
H 1.027 6.850 -0.043
H 1.077 5.821 -0.729
O 0.441 6.555 -0.894
H 4.165 -3.899 -2.774
H 4.019 -4.649 -1.372
O 4.095 -4.697 -2.296
H 2.418 -0.446 -3.501
H 3.486 0.849 -2.691
O 2.929 0.565 -3.587
H -2.629 1.900 0.315
O -2.415 2.890 0.523
H 2.701 1.524 -0.441
H 3.121 0.172 -0.568
O 3.363 0.946 -0.858
H -0.447 -5.120 3.865
H -1.767 0.336 -3.524
H -2.660 0.342 -0.285
H -1.040 1.793 6.226
H 0.745 -2.563 1.651
H -2.912 3.059 1.363
O -1.489 -0.203 4.108
H -2.064 0.207 3.459
H -1.120 -1.021 3.879
O -1.700 3.842 -2.049
H -1.981 3.886 -1.050
H -0.852 3.682 -2.176
O -2.554 -2.864 2.013
H -2.002 -3.291 1.422
H -3.413 -3.213 1.699
O -2.073 -0.284 -5.482
H -1.133 -0.334 -5.428
H -2.060 0.492 -4.904
O 4.599 3.148 2.324
H 4.365 2.144 2.016
H 5.286 3.329 1.699
O -3.659 -5.359 0.695
H -2.924 -4.706 0.520
H -3.830 -5.375 1.652
O -1.298 3.547 -5.065
H -0.937 2.939 -4.398
H -2.164 3.837 -4.741

Atoms 1-2, force components in eV/Å:
0.270 2.757 1.714
-0.653 2.417 -2.609

Atomic partial charges in e from the Mulliken method, atoms 1 to 99: atom 1 (H): 0.1791, atom 2 (H): 0.2697, atom 3 (O): -0.5480, atom 4 (H): 0.3006, atom 5 (H): 0.3996, atom 6 (O): -0.7018, atom 7 (H): -0.1129, atom 8 (H): -0.0474, atom 9 (O): 0.4857, atom 10 (H): 0.2698, atom 11 (H): 0.3179, atom 12 (O): -0.5747, atom 13 (H): 0.3817, atom 14 (H): 0.2871, atom 15 (O): -0.7006, atom 16 (H): 0.0822, atom 17 (O): 0.0990, atom 18 (H): 0.2304, atom 19 (O): -0.6441, atom 20 (H): 0.3275, atom 21 (H): 0.2629, atom 22 (O): -0.5466, atom 23 (H): 0.3230, atom 24 (H): 0.2926, atom 25 (O): -0.6015, atom 26 (H): 0.1755, atom 27 (H): 0.2920, atom 28 (O): -0.4875, atom 29 (H): 0.2670, atom 30 (H): 0.4482, atom 31 (O): -0.5683, atom 32 (H): 0.0156, atom 33 (O): -0.1824, atom 34 (H): 0.2677, atom 35 (H): 0.2913, atom 36 (O): -0.5258, atom 37 (H): -0.0606, atom 38 (H): -0.1650, atom 39 (O): 1.1686, atom 40 (H): 0.2492, atom 41 (H): 0.3970, atom 42 (O): -0.7565, atom 43 (H): 0.2752, atom 44 (H): 0.3551, atom 45 (O): -0.6700, atom 46 (H): 0.2071, atom 47 (H): 0.4180, atom 48 (O): -0.6539, atom 49 (H): 0.1399, atom 50 (H): 0.1851, atom 51 (O): -0.5997, atom 52 (H): 0.2763, atom 53 (O): -0.4926, atom 54 (H): -0.1465, atom 55 (H): 0.1439, atom 56 (O): -0.0155, atom 57 (H): 0.1227, atom 58 (O): -0.5607, atom 59 (H): 0.3537, atom 60 (H): 0.2410, atom 61 (O): -0.5627, atom 62 (H): -0.1106, atom 63 (H): 0.1280, atom 64 (O): 0.4136, atom 65 (H): 0.2800, atom 66 (H): 0.2345, atom 67 (O): -0.4997, atom 68 (H): 0.3780, atom 69 (H): 0.2627, atom 70 (O): -0.6436, atom 71 (H): 0.0349, atom 72 (H): -0.1777, atom 73 (O): 0.3812, atom 74 (H): -0.1996, atom 75 (H): 0.3857, atom 76 (O): -0.5762, atom 77 (H): 0.2321, atom 78 (H): 0.2685, atom 79 (O): -0.6268, atom 80 (H): 0.3730, atom 81 (H): 0.1948, atom 82 (O): -0.5574, atom 83 (H): 0.3330, atom 84 (H): 0.2832, atom 85 (O): -0.6327, atom 86 (H): 0.2730, atom 87 (H): 0.2955, atom 88 (O): -0.6100, atom 89 (H): 0.1258, atom 90 (O): -0.5933, atom 91 (H): -0.0388, atom 92 (H): 0.2173, atom 93 (O): -0.4010, atom 94 (H): 0.2627, atom 95 (H): -0.3431, atom 96 (H): 0.0964, atom 97 (H): 0.4440, atom 98 (H): -0.0063, atom 99 (H): 0.2170